# 1
DFT (the ωB97M-V functional and the def2-TZVPD basis) results for a cluster of 2 separate species, C5H12NO in total.

Summary:
**E_LUMO (spin up / spin down)**: -0.106 / -0.227 Eh
**Net charge**: +1
**⟨S²⟩**: 2.006
**Multiplicity**: 3
**Highest occupied orbital energy (spin up / spin down)**: -9.681 / -16.912 eV

CARTESIAN COORDINATES (ANGSTROEM)
C: -1.559 0.381 -0.214
C: -2.556 -0.233 0.591
C: 0.572 -1.792 -0.618
C: 1.694 1.587 0.500
C: 0.438 -0.499 0.124
N: 1.171 0.583 -0.496
O: -1.332 1.283 -0.943
H: -2.639 -1.302 0.568
H: -2.143 0.030 1.567
H: -3.510 0.136 0.525
H: -0.470 -2.204 -0.938
H: 1.154 -2.561 -0.113
H: 0.916 -1.699 -1.612
H: 2.823 1.730 0.428
H: 1.241 2.481 0.142
H: 1.419 1.325 1.524
H: 0.564 -0.718 1.128
H: 0.426 1.167 -1.000
H: 1.793 0.307 -1.163

***

# 2
DFT (the ωB97M-V functional and the def2-TZVPD basis) results for a structure of composition C17H25I2LiN4O2S.

Summary:
**E_LUMO**: 0.011 Eh
**Net charge**: 0
**Multiplicity**: 1
**Highest occupied orbital energy**: -6.860 eV

CARTESIAN COORDINATES (ANGSTROEM)
Li: -0.654 0.917 1.125
N: -1.338 2.587 2.042
C: -2.351 2.171 2.987
C: -3.106 0.964 2.427
N: -2.228 -0.077 1.942
C: -1.812 -1.106 2.861
C: -0.564 -0.666 3.623
N: 0.383 -0.113 2.680
H: -0.816 3.377 2.402
H: -1.775 2.882 1.176
H: -3.088 2.963 3.209
H: -1.855 1.914 3.924
H: -3.683 1.315 1.570
H: -3.803 0.588 3.193
H: -2.649 -0.488 1.124
H: -1.556 -1.992 2.277
H: -2.607 -1.378 3.577
H: -0.173 -1.522 4.197
H: -0.830 0.113 4.334
H: 0.761 -0.831 2.072
H: 1.163 0.309 3.162
I: 0.799 3.850 -1.698
C: 2.108 2.210 -1.507
C: 3.347 2.205 -2.121
C: 4.162 1.109 -1.989
I: 6.066 1.161 -2.944
C: 3.746 -0.023 -1.269
C: 4.487 -1.217 -1.151
C: 3.964 -2.284 -0.474
C: 2.699 -2.143 0.117
N: 1.995 -1.042 0.064
C: 2.476 0.008 -0.620
C: 1.629 1.172 -0.704
O: 0.504 1.237 -0.120
H: 3.662 3.062 -2.694
H: 5.457 -1.280 -1.622
H: 4.499 -3.218 -0.391
H: 2.247 -2.969 0.653
O: -2.115 0.528 -0.680
S: -1.044 -0.380 -1.124
C: -0.671 0.117 -2.864
C: -1.620 -0.652 -3.764
C: -1.681 -2.061 -3.184
C: -1.983 -1.884 -1.711
H: 0.370 -0.144 -3.047
H: -0.798 1.193 -2.917
H: -1.276 -0.664 -4.799
H: -2.609 -0.190 -3.731
H: -0.707 -2.541 -3.299
H: -2.430 -2.680 -3.679
H: -1.665 -2.734 -1.111
H: -3.034 -1.673 -1.524

***

# 3
DFT (the ωB97M-V functional and the def2-TZVPD basis) results for a cluster of 2 separate species, C3H7NO3 in total.

Summary:
**E_LUMO**: 0.024 Eh
**Net charge**: 0
**Multiplicity**: 1
**Highest occupied orbital energy**: -9.935 eV
**SMILES string**: O=CCNC=O.O

CARTESIAN COORDINATES (ANGSTROEM)
C: 0.990 -1.033 0.856
N: 0.305 0.124 0.718
C: 0.831 1.211 -0.082
C: -0.298 1.820 -0.909
O: -1.324 1.253 -1.168
O: 2.025 -1.279 0.271
H: 0.494 -1.683 1.571
H: -0.575 0.332 1.160
H: 1.510 0.798 -0.817
H: 1.196 1.972 0.608
H: -0.139 2.848 -1.256
H: -1.214 -1.707 -0.780
H: -2.382 -2.343 -0.114
O: -1.419 -2.313 -0.057

***

# 4
DFT (the ωB97M-V functional and the def2-TZVPD basis) results for a structure of composition C18H14ClI2O4PTm.

Summary:
**E_LUMO (spin up / spin down)**: -0.214 / -0.214 Eh
**Net charge**: +1
**⟨S²⟩**: 2.002
**Multiplicity**: 3
**Highest occupied orbital energy (spin up / spin down)**: -11.304 / -11.292 eV

CARTESIAN COORDINATES (ANGSTROEM)
Tm: 0.609 1.094 2.955
O: -0.596 2.353 4.029
Cl: 0.644 3.205 4.409
O: 0.532 3.583 5.781
O: 1.763 2.148 4.276
O: 0.626 2.285 1.415
C: -1.595 3.800 -0.833
C: -1.275 3.388 0.406
C: -0.554 2.096 0.648
C: -0.239 1.281 -0.583
C: -0.512 1.791 -1.818
C: -1.191 3.023 -1.958
P: 0.790 -0.181 -0.326
C: 0.783 -1.009 -1.927
C: -0.418 -1.357 -2.556
C: -0.392 -2.000 -3.783
C: 0.831 -2.303 -4.386
C: 2.021 -1.971 -3.759
C: 1.999 -1.323 -2.527
C: -0.125 -1.294 0.839
C: -0.295 -2.629 0.428
C: -0.982 -3.496 1.261
C: -1.496 -3.044 2.488
C: -1.280 -1.744 2.889
C: -0.546 -0.861 2.097
H: -2.107 4.743 -0.987
H: -1.484 3.994 1.282
H: -1.263 1.463 1.244
H: -0.203 1.253 -2.706
H: -1.393 3.399 -2.956
H: -1.366 -1.141 -2.077
H: -1.322 -2.272 -4.270
H: 0.847 -2.806 -5.347
H: 2.970 -2.215 -4.226
H: 2.930 -1.064 -2.034
H: 0.079 -2.978 -0.524
H: -1.133 -4.524 0.952
H: -2.049 -3.721 3.132
H: -1.665 -1.433 3.854
I: 3.117 0.185 1.600
I: 4.945 0.282 3.602

***

# 5
DFT (the ωB97M-V functional and the def2-TZVPD basis) results for a structure of composition C6H10O2.

Summary:
**E_LUMO (spin up / spin down)**: -0.232 / -0.263 Eh
**Net charge**: +1
**⟨S²⟩**: 0.758
**Multiplicity**: 2
**Highest occupied orbital energy (spin up / spin down)**: -14.282 / -14.278 eV

CARTESIAN COORDINATES (ANGSTROEM)
O: 3.018 1.178 0.075
C: 3.650 0.098 -0.060
O: 3.463 -1.083 0.164
C: -1.836 -0.701 1.346
C: -0.721 -0.908 0.309
C: 0.372 0.143 0.204
C: -1.772 1.033 -1.134
C: -0.506 0.538 -0.950
H: 4.675 0.250 -0.492
H: -1.789 0.066 2.129
H: -2.431 -1.550 1.692
H: -2.271 -0.425 0.361
H: -0.872 -1.824 -0.319
H: 1.354 -0.335 0.168
H: 0.316 0.942 0.935
H: -2.392 0.549 -1.883
H: -2.268 1.899 -0.725
H: 0.011 0.131 -1.820

***

# 6
DFT (the ωB97M-V functional and the def2-TZVPD basis) results for a structure of composition C34H50BFN11S3Ti.

Summary:
**E_LUMO (spin up / spin down)**: 0.087 / 0.086 Eh
**Net charge**: -1
**⟨S²⟩**: 2.014
**Multiplicity**: 3
**Highest occupied orbital energy (spin up / spin down)**: -1.733 / -3.877 eV

CARTESIAN COORDINATES (ANGSTROEM)
Ti: 0.366 0.401 -0.361
C: 4.064 -1.641 -2.567
C: 4.213 -3.022 -1.936
C: 4.690 -3.990 -3.019
C: 5.240 -3.018 -0.805
N: 2.904 -3.508 -1.406
C: 2.313 -4.702 -1.790
C: 1.210 -4.856 -1.039
N: 1.108 -3.774 -0.193
B: -0.075 -3.744 0.807
N: -1.432 -3.369 0.162
C: -2.576 -3.886 0.725
C: -3.634 -3.397 0.055
N: -3.137 -2.571 -0.940
C: -1.774 -2.541 -0.846
S: -0.685 -1.657 -1.838
C: -4.006 -1.855 -1.927
C: -3.697 -2.356 -3.336
C: -5.464 -2.180 -1.610
C: -3.809 -0.348 -1.800
N: 0.245 -2.953 2.098
C: 1.132 -3.511 2.990
C: 1.333 -2.634 3.988
N: 0.554 -1.520 3.715
C: -0.100 -1.723 2.533
S: -1.171 -0.643 1.741
C: 0.492 -0.313 4.598
C: -0.938 -0.122 5.098
C: 1.389 -0.559 5.811
C: 1.023 0.911 3.859
C: 2.142 -2.932 -0.424
S: 2.419 -1.436 0.356
H: 4.969 -1.418 -3.136
H: 3.919 -0.874 -1.815
H: 3.209 -1.614 -3.245
H: 5.650 -3.626 -3.386
H: 4.003 -4.027 -3.865
H: 4.845 -4.999 -2.634
H: 6.197 -2.661 -1.192
H: 5.380 -4.030 -0.418
H: 4.924 -2.365 0.004
H: 2.713 -5.332 -2.559
H: 0.476 -5.642 -1.033
H: -0.212 -4.900 1.167
H: -2.531 -4.557 1.564
H: -4.681 -3.568 0.202
H: -3.907 -3.425 -3.414
H: -2.658 -2.173 -3.597
H: -4.334 -1.827 -4.048
H: -5.682 -3.246 -1.694
H: -6.080 -1.658 -2.342
H: -5.755 -1.828 -0.619
H: -2.831 -0.042 -2.148
H: -3.910 -0.032 -0.758
H: -4.572 0.158 -2.397
H: 1.554 -4.486 2.823
H: 1.957 -2.711 4.856
H: -1.259 -0.991 5.678
H: -1.627 0.029 4.272
H: -0.970 0.756 5.748
H: 1.074 -1.426 6.395
H: 1.317 0.319 6.453
H: 2.436 -0.675 5.526
H: 0.404 1.198 3.017
H: 2.018 0.718 3.457
H: 1.084 1.740 4.569
C: -1.725 6.027 -0.608
C: -2.510 5.577 0.619
C: -1.574 5.329 1.797
C: -3.397 4.368 0.309
N: -2.662 3.232 -0.209
C: -1.843 2.369 0.435
N: -1.197 1.646 -0.499
N: -1.699 2.114 -1.718
N: -2.544 3.044 -1.517
H: -1.145 6.924 -0.388
H: -2.382 6.243 -1.454
H: -1.021 5.255 -0.927
H: -3.212 6.373 0.899
H: -0.806 4.596 1.541
H: -2.113 4.962 2.675
H: -1.061 6.250 2.078
H: -4.131 4.620 -0.456
H: -3.934 4.046 1.205
H: -1.719 2.292 1.499
C: 1.442 1.069 -2.198
C: 1.688 2.498 -2.135
C: 0.873 3.437 -2.802
C: 1.042 4.796 -2.645
C: 2.049 5.292 -1.816
C: 2.886 4.386 -1.156
C: 2.710 3.030 -1.317
C: 2.205 6.709 -1.636
N: 2.319 7.848 -1.496
H: 2.363 0.491 -2.163
H: 0.831 0.782 -3.059
H: 0.076 3.072 -3.437
H: 0.390 5.487 -3.168
H: 3.666 4.757 -0.502
H: 3.335 2.344 -0.758
F: 1.348 1.399 0.879

***

Repeat the fifth record exactly.
DFT (the ωB97M-V functional and the def2-TZVPD basis) results for a structure of composition C6H10O2.

Summary:
**E_LUMO (spin up / spin down)**: -0.232 / -0.263 Eh
**Net charge**: +1
**⟨S²⟩**: 0.758
**Multiplicity**: 2
**Highest occupied orbital energy (spin up / spin down)**: -14.282 / -14.278 eV

CARTESIAN COORDINATES (ANGSTROEM)
O: 3.018 1.178 0.075
C: 3.650 0.098 -0.060
O: 3.463 -1.083 0.164
C: -1.836 -0.701 1.346
C: -0.721 -0.908 0.309
C: 0.372 0.143 0.204
C: -1.772 1.033 -1.134
C: -0.506 0.538 -0.950
H: 4.675 0.250 -0.492
H: -1.789 0.066 2.129
H: -2.431 -1.550 1.692
H: -2.271 -0.425 0.361
H: -0.872 -1.824 -0.319
H: 1.354 -0.335 0.168
H: 0.316 0.942 0.935
H: -2.392 0.549 -1.883
H: -2.268 1.899 -0.725
H: 0.011 0.131 -1.820

***

> Which of these has the lowest net charge?

C34H50BFN11S3Ti